A structure of composition C6H14IrN2S2. Source: the OMol25 dataset; level of theory: wB97M-V/def2-TZVPD.

Properties
Relative energy (zero: lowest compared OMol25 entry of this formula, charge and spin), eV: 2.051
Net charge: +2
Energy, eV: -33920.8271
Highest occupied orbital energy (alpha / beta), hartree: -0.5860 / -0.6241
HOMO-LUMO gap (alpha / beta), eV: 6.0 / 7.0
Spin multiplicity: 2
LUMO (alpha / beta), eV: -9.98 / -10.00

Cartesian coordinates (Å):
Ir  -0.01091  0.99994  -0.92938
C  1.50939  -3.39686  -0.75078
C  0.69239  -2.16156  -0.83718
S  1.68689  -0.74066  -0.99368
C  -0.68581  -2.16206  -0.84118
C  -1.50981  -3.38646  -0.75758
S  -1.68811  -0.73626  -1.00408
H  2.56979  -3.15396  -0.73048
H  1.32779  -4.04626  -1.61068
H  1.27679  -3.97916  0.14232
H  -0.91801  -4.29366  -0.73208
H  -2.19791  -3.43136  -1.60488
H  -2.15161  -3.35686  0.12682
N  0.01469  1.32024  1.42752
C  0.39609  2.71754  1.67722
C  -0.37151  3.59934  0.69272
N  -0.00601  3.20814  -0.68128
H  -0.94181  1.16634  1.74842
H  0.61589  0.68254  1.94622
H  1.47379  2.81754  1.52632
H  0.16559  3.01624  2.70632
H  -0.14391  4.65554  0.87982
H  -1.44861  3.45664  0.82712
H  0.95209  3.50894  -0.87988
H  -0.60711  3.69614  -1.34758